# C14H13NO3

The molecule C14H13NO3 (ωB97M-V/def2-TZVPD, the OMol25 dataset).

Summary:
SMILES: COc1ccc(OC)c(C(=O)c2ccccn2)c1
ΔE to the lowest compared entry with this formula, charge and spin: 116.2 kJ/mol
DFT total energy: -821.7300 hartree
Kohn-Sham gap: 0.29146 Ha
Net charge: 0
HOMO: -7.9 eV

Each line ends with the natural charge from an NBO analysis.
Positions of all 31 atoms, in Å:
C1 -0.9911 -3.8075 0.5424  -0.251
O1 -2.0969 -3.0121 0.1919  -0.496
C2 -1.9181 -1.6621 0.1068  0.264
C3 -3.0259 -0.9201 -0.3003  -0.201
C4 -2.9534 0.4515 -0.4237  -0.295
C5 -1.7719 1.1317 -0.1348  0.310
O2 -1.6060 2.4699 -0.2658  -0.483
C6 -2.6936 3.2518 -0.6916  -0.250
C7 -0.6527 0.3883 0.2788  -0.109
C8 0.6052 1.0826 0.6353  0.527
O3 0.6463 2.1111 1.2762  -0.507
C9 1.8736 0.4411 0.1594  0.074
C10 3.0898 0.8954 0.6689  -0.196
C11 4.2615 0.3268 0.2012  -0.176
C12 4.1788 -0.6681 -0.7605  -0.239
C13 2.9188 -1.0469 -1.2064  0.033
N1 1.7982 -0.5137 -0.7632  -0.405
C14 -0.7364 -0.9964 0.3947  -0.250
H1 -1.3431 -4.8371 0.4969  0.199
H2 -0.1626 -3.6740 -0.1605  0.177
H3 -0.6440 -3.5899 1.5580  0.173
H4 -3.9438 -1.4424 -0.5190  0.223
H5 -3.8318 0.9891 -0.7427  0.221
H6 -3.0255 2.9688 -1.6964  0.173
H7 -2.3253 4.2763 -0.7093  0.203
H8 -3.5365 3.1843 0.0038  0.175
H9 3.0872 1.6777 1.4119  0.242
H10 5.2208 0.6539 0.5759  0.220
H11 5.0656 -1.1374 -1.1575  0.221
H12 2.8010 -1.8166 -1.9588  0.193
H13 0.1341 -1.5328 0.7321  0.228

# C56H46BN14O7PRbS

A structure of composition C56H46BN14O7PRbS at a distorted geometry (ωB97M-V/def2-TZVPD, the OMol25 dataset).

Summary:
ΔE to the lowest compared entry with this formula, charge and spin: 68.4 kJ/mol
Multiplicity: 2
DFT total energy: -4243.4834 hartree
Kohn-Sham gap (alpha / beta): 0.18074 / 0.20740 Ha
Net charge: -2
HOMO (alpha / beta): -2.1 / -2.8 eV

Each line ends with the Löwdin spin population.
Positions of all 127 atoms, in Å:
Rb1 0.7343 0.5465 -0.4118  0.001
C1 2.0400 -3.8751 2.6563  0.000
C2 0.8933 -3.0583 2.6350  0.001
N1 1.1805 -1.8088 2.9717  0.000
N2 2.5097 -1.7959 3.2301  0.003
C3 3.0465 -3.0193 3.0348  0.001
B1 3.2909 -0.4759 3.4279  0.019
N3 2.2987 0.6624 3.7669  0.005
C4 1.4710 0.6659 4.8314  0.001
C5 0.7430 1.8333 4.8000  0.001
C6 1.2140 2.4907 3.6442  0.000
N4 2.1502 1.7846 3.0281  0.002
N5 4.0844 -0.1623 2.1531  0.206
C7 5.4473 0.0655 1.9600  0.003
C8 5.7034 0.2938 0.6679  0.108
C9 4.3852 0.2358 -0.0369  0.067
N6 3.4138 -0.1322 0.9899  0.493
N7 4.2812 -0.5899 4.6421  0.001
C10 4.9744 0.4513 5.1521  0.001
C11 5.5828 0.0386 6.3141  0.001
C12 5.1737 -1.3031 6.4435  0.000
N8 4.3839 -1.6729 5.4455  0.000
H1 2.1255 -4.9225 2.4132  0.000
H2 -0.1266 -3.3208 2.3812  0.000
H3 4.0989 -3.1896 3.1890  0.000
H4 1.4590 -0.1664 5.5193  0.000
H5 -0.0254 2.1515 5.4869  0.000
H6 0.8895 3.4315 3.2204  0.000
H7 6.1274 0.0207 2.7943  -0.004
H8 6.6523 0.5011 0.1990  0.008
H9 4.1051 1.2243 -0.4158  0.031
H10 4.9637 1.4132 4.6612  0.000
H11 6.2188 0.6150 6.9666  0.000
H12 5.4159 -2.0124 7.2222  0.000
C13 1.0240 4.0001 -4.2120  0.000
C14 0.9418 3.5784 -2.7723  0.000
N9 -0.0307 2.9130 -2.2707  0.000
N10 -1.1090 2.6596 -3.0801  0.000
C15 -1.8663 1.6727 -2.5985  0.000
O1 -1.6574 0.8934 -1.6386  0.000
C16 -3.1227 1.4475 -3.4206  0.000
C17 -3.3841 2.1353 -4.6030  0.000
C18 -4.5257 1.8539 -5.3429  0.000
C19 -5.4234 0.8846 -4.9069  0.000
C20 -5.1706 0.2003 -3.7248  0.000
C21 -4.0255 0.4808 -2.9906  0.000
C22 2.0991 3.8381 -1.8654  0.000
C23 3.3263 4.2501 -2.3792  0.000
C24 4.4117 4.3666 -1.5268  0.000
C25 4.2522 4.0831 -0.1812  0.001
C26 2.9858 3.7193 0.2567  0.001
N11 1.9342 3.6161 -0.5535  0.000
H13 0.0404 3.8972 -4.6622  0.000
H14 1.7226 3.3580 -4.7583  0.000
H15 1.3694 5.0334 -4.3098  0.000
H16 -2.6689 2.8776 -4.9314  0.000
H17 -4.7126 2.3868 -6.2686  0.000
H18 -6.3102 0.6599 -5.4891  0.000
H19 -5.8567 -0.5667 -3.3836  0.000
H20 -3.7881 -0.0629 -2.0842  0.000
H21 3.4434 4.4246 -3.4399  0.000
H22 5.3819 4.6482 -1.9194  0.000
H23 5.0833 4.1136 0.5111  0.000
H24 2.8152 3.4640 1.2997  0.000
O2 -6.9972 3.1630 3.5959  0.000
N12 -6.1405 2.3142 3.7605  0.000
O3 -6.2632 1.3762 4.5254  0.000
C27 -4.8747 2.4280 2.9901  0.000
C28 -4.8142 3.4685 2.1392  0.000
C29 -3.6457 3.7341 1.3724  0.000
C30 -3.5642 4.8146 0.4727  0.000
C31 -2.3925 5.0313 -0.1903  0.000
C32 -1.2973 4.1812 0.0785  0.000
N13 -1.3621 3.1584 0.8988  0.000
C33 -2.5255 2.9135 1.5212  0.000
C34 -2.6194 1.7364 2.3762  0.000
N14 -1.5537 0.9210 2.3592  0.000
C35 -1.5606 -0.1567 3.1120  0.000
C36 -2.6571 -0.4897 3.9220  0.000
C37 -3.7625 0.3155 3.9324  0.000
C38 -3.7803 1.4840 3.1363  0.000
H25 -5.6700 4.1236 2.0549  0.000
H26 -4.4314 5.4479 0.3180  0.000
H27 -2.2885 5.8326 -0.9095  0.000
H28 -0.3354 4.3307 -0.3963  0.000
H29 -0.6641 -0.7714 3.0840  0.000
H30 -2.6278 -1.3893 4.5238  0.000
H31 -4.6147 0.0585 4.5363  0.000
C39 -3.9258 -3.8876 1.1381  0.000
C40 -3.6244 -2.5466 0.9455  0.000
C41 -2.5694 -2.1861 0.1149  0.000
C42 -1.8067 -3.1524 -0.5484  0.000
C43 -2.1281 -4.4951 -0.3504  0.000
C44 -3.1745 -4.8602 0.4878  0.000
P1 -0.4732 -2.4419 -1.6167  0.000
C45 -1.2940 -2.5512 -3.2679  0.000
C46 -1.9407 -3.6914 -3.7451  0.000
C47 -2.5346 -3.6945 -4.9968  0.000
C48 -2.4845 -2.5544 -5.7979  0.000
C49 -1.8286 -1.4227 -5.3427  0.000
C50 -1.2327 -1.4258 -4.0834  0.000
C51 0.7280 -3.8273 -1.7829  0.000
C52 1.4623 -3.9411 -2.9652  0.000
C53 2.4923 -4.8609 -3.0776  0.000
C54 2.8155 -5.6836 -2.0055  0.000
C55 2.1118 -5.5626 -0.8164  0.000
C56 1.0824 -4.6351 -0.7049  0.000
H32 -4.7391 -4.1755 1.7947  0.000
H33 -4.1982 -1.7779 1.4509  0.000
H34 -2.3324 -1.1361 -0.0363  0.000
H35 -1.5460 -5.2668 -0.8401  0.000
H36 -3.4014 -5.9098 0.6372  0.000
H37 -1.9821 -4.5863 -3.1328  0.000
H38 -3.0385 -4.5867 -5.3515  0.000
H39 -2.9587 -2.5546 -6.7729  0.000
H40 -1.7916 -0.5254 -5.9486  0.000
H41 -0.7168 -0.5437 -3.7232  0.000
H42 1.2522 -3.2767 -3.7951  0.000
H43 3.0681 -4.9056 -3.9944  0.000
H44 3.6313 -6.3924 -2.0874  0.000
H45 2.3781 -6.1725 0.0386  0.000
H46 0.5762 -4.5192 0.2467  0.000
O4 4.3923 -0.6466 -1.1759  0.036
S1 3.2220 -0.3875 -2.2853  0.003
O5 2.0489 -1.0699 -1.7613  0.001
O6 3.0387 1.0590 -2.3216  0.005
O7 3.7790 -0.9786 -3.4771  0.003

# C3H7NS

A structure of composition C3H7NS at a distorted geometry (ωB97M-V/def2-TZVPD, the OMol25 dataset).

Summary:
ΔE to the lowest compared entry with this formula, charge and spin: 229.5 kJ/mol
Multiplicity: 3
DFT total energy: -571.1917 hartree
Kohn-Sham gap (alpha / beta): 0.19348 / 0.26795 Ha
Net charge: 0
HOMO (alpha / beta): -4.5 / -9.4 eV

Each line ends with the natural charge from an NBO analysis.
Positions of all 12 atoms, in Å:
C1 1.3829 -1.3631 -0.1534  -0.327
C2 0.0652 -1.1719 0.0768  -0.071
C3 0.2282 1.6064 -0.0558  -0.645
N1 -0.6846 -0.0186 0.2864  -0.464
S1 -2.2742 -0.0990 -0.2216  0.221
H1 1.8594 -2.4053 -0.0870  0.217
H2 1.9342 -0.6371 -0.6237  0.202
H3 -0.7162 -2.0078 0.2752  0.200
H4 0.6747 1.7082 0.8492  0.173
H5 0.8747 1.4333 -0.8790  0.174
H6 -0.4956 2.3452 -0.3223  0.186
H7 -2.8488 0.6095 0.8551  0.134

# C13H20O

The molecule C13H20O at a distorted geometry (ωB97M-V/def2-TZVPD, the OMol25 dataset).

Summary:
SMILES: C#C[C@@](O)(C#CC(C)(C)C)C(C)(C)C
ΔE to the lowest compared entry with this formula, charge and spin: 518.9 kJ/mol
DFT total energy: -582.3613 hartree
Kohn-Sham gap: 0.37486 Ha
Net charge: 0
HOMO: -9.5 eV

Each line ends with the natural charge from an NBO analysis.
Positions of all 34 atoms, in Å:
C1 3.3842 -0.1874 1.6788  -0.190
C2 2.2158 -0.3733 1.3683  -0.028
C3 0.8944 -0.9428 0.9869  0.157
O1 0.0504 -1.2536 2.0790  -0.694
C4 0.2039 0.2614 0.1969  -0.124
C5 -0.4492 1.2115 -0.1341  0.095
C6 -1.2861 2.3578 -0.4042  -0.131
C7 -2.0763 2.7777 0.7946  -0.600
C8 -0.3581 3.5702 -0.9965  -0.577
C9 -2.3164 1.8721 -1.4930  -0.587
C10 0.8671 -2.1970 0.0873  -0.065
C11 1.7302 -3.2822 0.6985  -0.598
C12 -0.5077 -2.7776 -0.0723  -0.611
C13 1.4881 -1.6254 -1.2310  -0.622
H1 4.4108 -0.0484 1.9889  0.244
H2 -0.8160 -1.0736 1.7187  0.480
H3 -2.7458 3.6448 0.6827  0.215
H4 -2.7655 1.9796 0.9949  0.214
H5 -1.3733 2.9438 1.5934  0.221
H6 0.2344 3.9902 -0.2837  0.202
H7 0.2537 3.4279 -1.8231  0.216
H8 -1.2465 4.2548 -1.0740  0.200
H9 -3.1812 2.5740 -1.4530  0.204
H10 -2.0005 1.8428 -2.5059  0.213
H11 -2.4512 0.8921 -1.2432  0.211
H12 1.0733 -4.2708 0.6863  0.209
H13 2.6758 -3.3689 0.2826  0.213
H14 1.8407 -2.9838 1.8575  0.227
H15 -1.2151 -1.9217 -0.2645  0.204
H16 -0.5189 -3.6165 -0.7010  0.225
H17 -0.8320 -3.1242 0.8471  0.216
H18 1.0075 -0.6546 -1.5572  0.234
H19 1.2574 -2.3544 -2.0726  0.206
H20 2.5518 -1.5445 -1.2329  0.218

# C16H17Cl2F5IrN2O6STe

A structure of composition C16H17Cl2F5IrN2O6STe (ωB97M-V/def2-TZVPD, the OMol25 dataset).

Summary:
ΔE to the lowest compared entry with this formula, charge and spin: 0.0 kJ/mol
Multiplicity: 5
DFT total energy: -3371.2519 hartree
Kohn-Sham gap (alpha / beta): 0.29652 / 0.23725 Ha
Net charge: -1
HOMO (alpha / beta): -5.7 / -6.7 eV

Each line ends with the natural charge from an NBO analysis.
Positions of all 51 atoms, in Å:
Ir1 0.3608 -0.7235 0.0661  1.355
Cl1 -0.9340 2.0230 0.8747  0.033
C1 -1.0685 3.0923 -0.5184  -0.393
Cl2 -1.8667 2.2995 -1.8942  -0.053
H1 -0.0684 3.3595 -0.8308  0.251
H2 -1.6721 3.9465 -0.2367  0.214
O1 -2.5938 -2.2898 2.4363  -0.615
C2 -1.8998 -2.0987 1.4587  0.776
O2 -1.1827 -1.0230 1.3133  -0.715
C3 -1.9589 -3.1233 0.3350  -0.182
C4 -2.4754 -4.3680 0.6789  -0.152
C5 -2.6675 -5.3600 -0.2674  -0.203
C6 -2.3771 -5.1095 -1.6019  -0.204
C7 -1.8804 -3.8750 -1.9715  -0.232
C8 -1.6478 -2.8897 -1.0089  -0.093
S1 -0.9274 -1.4127 -1.6293  0.234
H3 -2.7299 -4.5266 1.7173  0.245
H4 -3.0521 -6.3256 0.0347  0.211
H5 -2.5311 -5.8742 -2.3522  0.212
H6 -1.6346 -3.6663 -3.0047  0.222
F1 4.0897 -0.2381 2.9536  -0.638
Te1 3.1737 -1.0556 1.5215  2.944
F2 4.7866 -2.0405 1.0037  -0.645
F3 1.8876 -2.4690 0.4969  -0.688
F4 3.6909 0.6656 0.6541  -0.679
F5 2.8299 -2.3247 2.8910  -0.644
O3 1.3528 -0.2585 1.6688  -0.934
C9 1.2425 1.7821 -4.3229  -0.626
C10 2.4973 2.3433 -3.6650  -0.356
C11 3.1898 1.3522 -2.7036  -0.294
C12 4.4153 2.0449 -2.0504  -0.352
C13 5.5462 1.1170 -1.6187  -0.629
C14 3.6654 0.1852 -3.5346  0.731
O4 4.4230 0.3096 -4.4744  -0.613
N1 3.1749 -1.0392 -3.1788  -0.658
C15 2.1533 -1.3190 -2.2643  0.803
O5 1.6323 -2.4091 -2.3125  -0.599
N2 1.8060 -0.3164 -1.3711  -0.728
C16 2.1603 0.9936 -1.6262  0.744
O6 1.6403 1.8991 -1.0077  -0.635
H7 0.7905 2.5217 -4.9850  0.213
H8 0.4899 1.5095 -3.5804  0.215
H9 1.4701 0.8990 -4.9253  0.203
H10 2.2585 3.2369 -3.0871  0.219
H11 3.2338 2.6130 -4.4232  0.218
H12 4.0357 2.6093 -1.1981  0.236
H13 4.7983 2.7641 -2.7782  0.200
H14 5.1936 0.3384 -0.9460  0.236
H15 6.3041 1.6884 -1.0814  0.212
H16 6.0255 0.6567 -2.4829  0.205
H17 3.4245 -1.8244 -3.7628  0.423